This record from the OMol25 dataset describes 16 unconnected molecules or ions with the total composition C77H188F30N11O12P5 in a non-equilibrium geometry. The level of theory is ωB97M-V/def2-TZVPD.

Last column: Löwdin charge in e.
Atoms and positions in Å:
C1 -6.7788 1.1066 0.5893  -0.062
C2 -6.3669 2.5465 1.0842  -0.201
C3 -5.9493 3.4104 -0.0837  -0.146
N1 -5.5879 4.8046 0.2531  -0.305
C4 -6.7958 5.4294 0.9239  0.062
C5 -5.2352 5.5402 -0.9167  -0.144
C6 -4.5053 6.7617 -0.3767  -0.111
C7 -3.9416 6.2626 0.9722  -0.123
C8 -4.3827 4.8523 1.1027  -0.102
H1 -7.1146 0.4586 1.4348  0.092
H2 -5.8846 0.6820 0.1325  0.057
H3 -7.5397 1.1325 -0.2126  0.084
H4 -5.5659 2.4237 1.7641  0.095
H5 -7.1670 2.9830 1.6443  0.095
H6 -6.7526 3.5334 -0.8539  0.157
H7 -5.1039 2.9612 -0.6643  0.138
H8 -6.9424 5.0674 1.9796  0.131
H9 -7.6424 5.1208 0.3021  0.125
H10 -6.6503 6.5030 1.0170  0.110
H11 -6.0958 5.7819 -1.5072  0.146
H12 -4.7060 4.9080 -1.5657  0.124
H13 -5.2763 7.5412 -0.3610  0.118
H14 -3.7997 7.1864 -1.1310  0.137
H15 -4.3529 6.8888 1.7455  0.121
H16 -2.8838 6.4099 0.9261  0.117
H17 -4.5551 4.5150 2.0553  0.103
H18 -3.6683 4.1874 0.5804  0.158
C9 2.6233 -8.7690 1.8899  -0.054
C10 2.7078 -7.3931 2.6804  -0.186
C11 1.6483 -7.4221 3.7538  -0.158
N2 1.7586 -6.4346 4.8402  -0.283
C12 2.9563 -6.7116 5.6809  0.041
C13 0.5198 -6.3956 5.7523  -0.058
C14 0.7702 -5.1057 6.5914  -0.131
C15 1.3256 -4.1437 5.5648  -0.112
C16 1.7441 -5.0353 4.3471  -0.088
H19 1.6962 -8.9146 1.3679  0.051
H20 2.7764 -9.6358 2.5119  0.078
H21 3.4317 -8.8112 1.2086  0.064
H22 2.4618 -6.6402 1.8975  0.078
H23 3.7392 -7.2153 3.0240  0.113
H24 1.5522 -8.4340 4.1749  0.153
H25 0.6560 -7.2122 3.3561  0.100
H26 2.6738 -7.6200 6.2683  0.137
H27 3.2005 -5.8936 6.3438  0.105
H28 3.8078 -6.9255 5.0088  0.108
H29 0.3632 -7.3377 6.2878  0.150
H30 -0.2592 -6.2241 4.9743  0.120
H31 1.4103 -5.4583 7.4148  0.118
H32 -0.1543 -4.8635 7.1178  0.109
H33 2.1179 -3.5060 5.8991  0.113
H34 0.5872 -3.5024 5.1571  0.076
H35 2.6686 -4.8138 3.8895  0.121
H36 0.9569 -4.9139 3.6066  0.107
C17 1.1781 4.3114 -1.4509  -0.118
C18 0.5855 2.9739 -1.2451  -0.226
C19 1.3115 2.4362 -0.0185  -0.139
N3 1.0219 1.0484 0.4299  -0.261
C20 1.7226 0.0683 -0.4740  0.036
C21 -0.4287 0.8729 0.4968  -0.098
C22 -0.5843 -0.4370 1.3278  -0.102
C23 0.6386 -0.3912 2.3111  -0.110
C24 1.4614 0.8156 1.8457  -0.094
H37 2.2055 4.1953 -1.6645  0.049
H38 0.9911 4.8984 -0.5538  0.083
H39 0.7874 4.9814 -2.2225  0.083
H40 0.7128 2.3409 -2.1387  0.105
H41 -0.4864 3.0052 -1.0015  0.104
H42 1.1668 3.1103 0.8479  0.142
H43 2.3752 2.5837 -0.1873  0.135
H44 1.2177 0.1726 -1.4335  0.092
H45 1.5544 -0.9771 -0.2197  0.079
H46 2.7862 0.3130 -0.5681  0.112
H47 -0.8416 0.9031 -0.5155  0.110
H48 -0.8920 1.7338 1.0117  0.133
H49 -0.5899 -1.2607 0.6367  0.093
H50 -1.5297 -0.5086 1.8396  0.096
H51 1.1723 -1.3430 2.3606  0.098
H52 0.1680 -0.1877 3.2478  0.089
H53 2.5641 0.6661 1.9311  0.150
H54 1.1836 1.6679 2.4445  0.108
C25 -1.2220 -2.1065 7.6300  -0.083
C26 -2.2260 -0.9902 7.3832  -0.205
C27 -3.5373 -1.7179 7.1353  -0.143
N4 -4.7439 -0.8482 6.9740  -0.250
C28 -4.7661 -0.1040 5.7043  0.027
C29 -4.7818 0.0822 8.1704  -0.112
C30 -6.1706 0.5813 8.1509  -0.166
C31 -6.9720 -0.6621 7.9504  -0.128
C32 -6.0802 -1.5753 7.1429  -0.071
H55 -1.4237 -2.6163 8.5580  0.087
H56 -0.2060 -1.7423 7.5914  0.080
H57 -1.2764 -2.8934 6.8804  0.048
H58 -2.0072 -0.3047 6.5786  0.111
H59 -2.3553 -0.3717 8.2640  0.101
H60 -3.7225 -2.4832 7.9376  0.157
H61 -3.4537 -2.3407 6.2315  0.115
H62 -5.6867 0.5060 5.7319  0.112
H63 -4.7109 -0.7751 4.8340  0.109
H64 -3.9618 0.6323 5.7015  0.093
H65 -4.0284 0.8092 8.0257  0.121
H66 -4.5410 -0.4940 9.0440  0.151
H67 -6.2707 1.3046 7.3581  0.111
H68 -6.2901 1.1235 9.0539  0.127
H69 -8.0085 -0.4981 7.5496  0.151
H70 -7.1160 -1.1422 8.9013  0.122
H71 -6.4432 -1.8470 6.1859  0.123
H72 -5.8817 -2.5315 7.6449  0.142
C33 -5.9550 -2.3647 -0.5099  -0.089
O1 -6.3929 -1.8651 -1.7435  -0.186
C34 -5.5019 -2.0512 -2.7730  -0.220
C35 -5.9001 -1.1190 -3.9558  -0.057
N5 -7.3556 -1.4416 -4.2574  0.037
H73 -7.5513 -2.4639 -4.3024  0.187
H74 -7.9941 -1.0326 -3.5331  0.174
C36 -7.8668 -0.8843 -5.5889  -0.063
C37 -9.3619 -1.1947 -5.5851  -0.163
O2 -9.7887 -0.5745 -4.3609  -0.219
C38 -11.1353 -0.9047 -4.0061  -0.064
H75 -5.2420 -1.6778 -0.0845  0.079
H76 -5.5146 -3.3676 -0.5490  0.095
H77 -6.8261 -2.4991 0.1524  0.106
H78 -5.5974 -3.0892 -3.1729  0.141
H79 -4.4825 -1.8293 -2.4567  0.112
H80 -5.3664 -1.3979 -4.8144  0.111
H81 -5.8956 -0.0416 -3.8427  0.122
H82 -7.2733 -1.3203 -6.3815  0.142
H83 -7.6862 0.1403 -5.4950  0.117
H84 -9.4729 -2.2634 -5.4977  0.128
H85 -9.7863 -0.8004 -6.4815  0.135
H86 -11.8356 -0.4959 -4.7506  0.104
H87 -11.3604 -0.3705 -3.0816  0.094
H88 -11.2985 -1.9909 -3.8817  0.104
C39 3.6143 1.6596 5.7044  -0.091
O3 3.1903 2.8901 6.2686  -0.174
C40 1.8424 2.8374 6.7092  -0.215
C41 1.5359 4.2369 7.1562  -0.075
N6 0.1075 4.3589 7.7110  0.064
H89 -0.5633 3.9717 6.9858  0.130
H90 -0.0887 3.8342 8.5842  0.172
C42 -0.4295 5.8026 7.9531  -0.060
C43 -1.8590 5.6069 8.5216  -0.184
O4 -1.6232 4.8583 9.7491  -0.240
C44 -2.3740 5.3658 10.8991  -0.049
H91 4.6418 1.8562 5.3574  0.104
H92 2.9707 1.3299 4.8688  0.080
H93 3.5762 0.8431 6.4019  0.080
H94 1.7971 2.0876 7.4991  0.136
H95 1.1972 2.5497 5.8951  0.094
H96 1.6331 4.9399 6.3406  0.132
H97 2.1389 4.6013 8.0032  0.149
H98 -0.5131 6.4208 7.0479  0.135
H99 0.2536 6.3674 8.5961  0.140
H100 -2.5979 5.2221 7.8683  0.107
H101 -2.2803 6.6138 8.6426  0.133
H102 -2.0448 4.6549 11.7073  0.109
H103 -3.4873 5.3539 10.7174  0.108
H104 -1.9644 6.3649 11.1037  0.095
C45 -2.2695 -6.9542 -3.1332  -0.059
O5 -2.0943 -6.8176 -1.7043  -0.205
C46 -1.0024 -5.9497 -1.4112  -0.184
C47 -1.3584 -5.4396 -0.0127  -0.100
N7 -1.2007 -6.4781 1.0484  0.078
H105 -0.2082 -6.7702 1.0887  0.157
H106 -1.3579 -5.9725 1.8934  0.090
C48 -2.1004 -7.6990 1.1211  -0.058
C49 -1.4979 -8.5875 2.1852  -0.153
O6 -1.4565 -7.9209 3.4699  -0.242
C50 -2.6584 -7.9927 4.1959  -0.079
H107 -1.7262 -7.7769 -3.5964  0.093
H108 -2.0314 -5.9785 -3.6053  0.078
H109 -3.3284 -7.2135 -3.2715  0.096
H110 -1.0612 -5.1197 -2.1196  0.107
H111 0.0457 -6.3376 -1.4981  0.145
H112 -2.3552 -5.0440 0.0524  0.133
H113 -0.7270 -4.6571 0.2982  0.079
H114 -2.0469 -8.2067 0.1780  0.122
H115 -3.1047 -7.3215 1.3019  0.143
H116 -0.4503 -8.9139 1.9309  0.130
H117 -2.1141 -9.4818 2.3456  0.142
H118 -2.5535 -7.3118 5.0058  0.074
H119 -2.7791 -8.9970 4.5706  0.097
H120 -3.5610 -7.7878 3.6077  0.102
C51 10.7325 7.4435 -1.4844  -0.033
O7 9.3721 7.5185 -1.9948  -0.226
C52 9.1600 6.8508 -3.2373  -0.202
C53 7.9687 7.5444 -3.8351  -0.129
N8 6.9788 7.6819 -2.7915  0.024
H121 6.6856 6.7188 -2.5283  0.190
H122 7.4676 8.0818 -1.9754  0.182
C54 5.7583 8.4051 -3.1075  -0.117
C55 4.8849 8.3914 -1.9032  -0.173
O8 4.6512 6.9410 -1.6836  -0.206
C56 3.7875 6.8565 -0.5341  -0.086
H123 11.4513 7.6769 -2.2985  0.107
H124 10.8494 6.4828 -1.0006  0.092
H125 10.9421 8.2535 -0.7885  0.095
H126 8.9294 5.7646 -3.0072  0.148
H127 10.0034 6.8903 -3.9909  0.159
H128 7.5717 7.0578 -4.7409  0.159
H129 8.3265 8.5227 -4.1323  0.148
H130 5.3042 7.8256 -3.8864  0.138
H131 5.9666 9.4633 -3.3975  0.172
H132 3.9026 8.9470 -2.0149  0.155
H133 5.3197 8.8684 -1.0328  0.130
H134 3.4741 5.7716 -0.4706  0.094
H135 2.9378 7.4898 -0.7517  0.080
H136 4.2319 7.2321 0.3954  0.098
C57 11.8504 -5.6557 -2.7612  -0.007
O9 11.5990 -4.8201 -1.5441  -0.193
C58 11.2911 -5.5886 -0.4045  -0.220
C59 10.9720 -4.5960 0.7236  -0.081
N9 9.9553 -3.6467 0.2364  0.053
H137 9.5846 -3.0641 0.9890  0.173
H138 10.3808 -3.0560 -0.4928  0.185
C60 8.6761 -4.2465 -0.3347  -0.078
C61 7.7693 -3.1529 -0.7610  -0.236
O10 7.5361 -2.2930 0.2880  -0.183
C62 6.7435 -1.1823 0.0549  -0.088
H139 12.6964 -6.2787 -2.7004  0.078
H140 11.9741 -5.0310 -3.6237  0.090
H141 11.0422 -6.3636 -2.9187  0.088
H142 12.0993 -6.2394 -0.0657  0.144
H143 10.3889 -6.1974 -0.6513  0.125
H144 11.8600 -4.0349 1.0273  0.150
H145 10.5150 -5.0336 1.6017  0.140
H146 8.2343 -4.7520 0.5279  0.154
H147 8.8865 -4.9201 -1.1539  0.132
H148 6.8852 -3.6122 -1.1499  0.135
H149 8.2406 -2.5606 -1.5703  0.150
H150 5.6846 -1.4076 -0.2815  0.107
H151 7.1464 -0.6516 -0.7879  0.082
H152 6.8380 -0.5887 0.9500  0.096
C63 2.7996 -4.9131 -6.4090  -0.067
O11 2.0626 -4.4271 -5.3010  -0.196
C64 2.9081 -3.8146 -4.3808  -0.217
C65 2.0752 -2.8070 -3.5805  -0.082
N10 1.5183 -1.8076 -4.5685  0.080
H153 2.1215 -0.9956 -4.6174  0.080
H154 1.5824 -2.2885 -5.4983  0.158
C66 0.0235 -1.4638 -4.5144  -0.073
C67 -0.7676 -2.5846 -5.1711  -0.222
O12 -0.2330 -2.6999 -6.4837  -0.214
C68 -0.9132 -3.7703 -7.1659  -0.060
H155 2.1100 -5.3651 -7.0703  0.081
H156 3.5308 -5.6941 -6.2124  0.103
H157 3.2383 -4.0694 -6.8882  0.088
H158 3.6596 -3.2452 -4.9663  0.135
H159 3.3697 -4.5666 -3.6722  0.144
H160 2.7831 -2.3046 -2.9071  0.131
H161 1.2584 -3.2264 -3.0019  0.109
H162 -0.1177 -0.5726 -5.1347  0.128
H163 -0.3424 -1.3087 -3.5122  0.117
H164 -1.7953 -2.2269 -5.1883  0.116
H165 -0.8081 -3.6181 -4.6781  0.136
H166 -2.0069 -3.6143 -7.1085  0.093
H167 -0.6741 -4.6583 -6.5573  0.088
H168 -0.5252 -3.7262 -8.1945  0.109
C69 -1.2791 4.2115 -12.0133  -0.091
C70 -0.9817 3.9502 -10.5360  -0.215
C71 -0.7865 5.2774 -9.7956  -0.103
N11 0.0103 5.1757 -8.4876  -0.266
C72 0.4104 6.5694 -8.0615  -0.113
C73 1.0275 6.6790 -6.6885  -0.178
C74 0.1865 5.9578 -5.6731  -0.171
C75 -0.1628 4.5133 -6.0859  -0.145
C76 -0.8192 4.4499 -7.4376  -0.102
C77 1.2635 4.4421 -8.7223  -0.005
H169 -2.2655 4.6763 -12.2567  0.099
H170 -1.3563 3.2493 -12.5790  0.098
H171 -0.4773 4.7577 -12.4471  0.065
H172 -0.0015 3.4366 -10.5159  0.108
H173 -1.7941 3.3680 -10.1256  0.113
H174 -1.6951 5.7138 -9.4055  0.130
H175 -0.2062 5.9865 -10.3732  0.133
H176 -0.5271 7.2211 -8.0430  0.170
H177 0.9969 6.9790 -8.8578  0.129
H178 1.0764 7.7170 -6.5211  0.109
H179 2.0710 6.3017 -6.6637  0.127
H180 -0.7722 6.5185 -5.5706  0.132
H181 0.6088 6.0536 -4.6920  0.095
H182 -0.8026 3.9817 -5.3546  0.119
H183 0.7361 3.8897 -6.1741  0.107
H184 -1.8521 4.8640 -7.5070  0.154
H185 -0.8940 3.4111 -7.6535  0.126
H186 2.0310 4.5678 -7.9493  0.107
H187 1.7855 4.8917 -9.5737  0.130
H188 1.0641 3.3936 -8.8439  0.106
P1 -2.4877 -3.6141 3.3992  0.224
F1 -3.5841 -4.5062 2.4979  -0.183
F2 -2.7848 -4.5394 4.6792  -0.138
F3 -1.2201 -4.5179 2.8823  -0.176
F4 -1.3792 -2.7661 4.1882  -0.143
F5 -2.2425 -2.7254 2.0769  -0.150
F6 -3.6954 -2.6437 3.9227  -0.169
P2 -1.6464 3.2307 4.2849  0.233
F7 -2.8009 4.2877 4.1390  -0.105
F8 -1.8842 2.9866 5.9017  -0.193
F9 -2.6359 1.9418 4.0019  -0.182
F10 -0.4181 2.0988 4.4006  -0.216
F11 -1.3152 3.3567 2.7035  -0.163
F12 -0.4715 4.3061 4.6901  -0.163
P3 -2.8820 1.3855 -3.0723  0.187
F13 -2.9491 0.3425 -4.3457  -0.178
F14 -1.3822 0.9225 -2.7237  -0.162
F15 -2.2990 2.5683 -4.0347  -0.164
F16 -2.8686 2.4136 -1.8635  -0.152
F17 -4.4244 1.8789 -3.3629  -0.181
F18 -3.3757 0.1190 -2.1608  -0.177
P4 3.0138 1.4838 -4.5130  0.191
F19 2.5914 2.8929 -3.8413  -0.147
F20 2.9777 2.1853 -5.9933  -0.172
F21 4.5118 1.7211 -4.4326  -0.066
F22 3.3469 0.0344 -5.2376  -0.178
F23 2.8583 0.7277 -3.0569  -0.173
F24 1.3812 1.1386 -4.7204  -0.200
P5 2.3082 -4.0762 0.2734  0.203
F25 1.3914 -5.4085 0.4147  -0.173
F26 1.0805 -3.4170 -0.6087  -0.185
F27 1.5008 -3.5275 1.5434  -0.152
F28 3.1721 -2.6932 0.1728  -0.163
F29 3.4203 -4.7232 1.2278  -0.133
F30 2.9345 -4.6603 -1.1203  -0.148

Forces on the atoms, in the same order (eV/Å):
C 0.25 0.69 0.17
C -0.88 -1.29 -1.07
C -0.34 -0.86 -1.85
N -1.73 -1.38 2.09
C 0.03 -0.28 1.03
C 0.01 1.59 -1.21
C -0.35 0.43 -1.63
C -0.04 2.01 -0.60
C 1.49 -0.07 -2.61
H 0.23 0.60 -0.74
H -0.02 -0.31 0.06
H 0.14 0.08 0.58
H 1.06 -0.10 0.73
H -0.65 0.27 0.18
H 0.32 -0.38 0.73
H -0.40 0.34 0.67
H 0.36 0.05 -1.24
H 0.02 0.54 0.29
H -0.18 -0.03 -0.42
H -0.82 0.28 -0.01
H 1.39 -0.94 -0.61
H 0.35 0.09 0.82
H -0.11 -0.70 0.81
H 0.08 0.17 0.54
H 0.68 -0.24 0.49
H -0.52 -0.81 2.25
H -0.21 0.14 0.47
C 0.47 1.01 1.42
C -0.40 -0.80 -1.87
C -0.87 -0.56 -0.14
N -0.04 0.39 1.49
C 0.22 -1.37 -0.17
C -0.23 0.78 -1.23
C -0.62 -2.32 0.48
C 0.71 -0.72 -0.68
C -0.81 0.65 0.64
H -0.47 0.18 -0.31
H -0.10 -0.24 0.60
H 0.65 0.11 -1.04
H 0.39 -0.26 0.98
H -0.47 -0.17 -0.03
H 0.25 0.37 0.31
H 0.05 -0.12 -0.32
H 0.64 0.70 -0.37
H -0.08 0.14 -0.03
H -0.45 0.11 0.57
H 0.19 0.24 -0.15
H -0.02 -0.27 0.95
H 0.31 0.76 -0.32
H -0.04 0.44 -0.42
H 0.60 0.14 0.42
H -0.94 0.67 -0.02
H 1.10 0.35 -0.42
H 0.12 -0.43 -0.19
C -0.94 1.79 -0.04
C -1.05 -1.41 0.05
C 0.80 1.07 0.43
N 1.51 0.59 0.18
C -0.96 -0.07 -0.86
C -1.62 -0.80 0.46
C 0.47 0.90 -0.77
C -0.95 -0.31 -0.92
C 0.77 -0.88 0.61
H 1.32 0.14 -0.05
H 0.51 0.16 0.36
H -0.32 -0.68 -0.33
H -0.01 0.10 0.41
H 0.21 0.18 -0.38
H -0.59 -0.43 -0.30
H 0.36 -0.71 -0.13
H 0.35 0.24 -0.19
H 0.14 0.23 0.70
H -0.43 -0.01 0.20
H 0.08 -0.53 0.16
H 0.61 -0.27 0.04
H 0.35 -0.59 -0.13
H -0.18 0.29 0.22
H -0.01 0.27 -0.15
H 0.26 0.16 0.94
H -0.81 0.15 -0.43
H -0.12 0.48 -0.03
C 0.34 0.10 -0.59
C -0.94 -0.57 0.40
C -0.16 -1.62 -0.60
N -0.16 -0.69 1.43
C -0.26 1.08 -0.24
C 0.16 -0.29 -1.21
C 0.34 0.91 0.07
C -1.78 -0.12 0.08
C 0.84 -1.09 0.09
H 0.08 0.10 0.58
H 0.33 0.11 0.31
H -0.19 0.15 -0.39
H 0.40 -0.06 -0.51
H 0.38 0.01 0.32
H -0.09 1.07 -0.37
H -0.06 0.37 0.06
H 0.35 -0.60 -0.51
H -0.05 0.21 0.51
H 0.25 -0.28 -0.18
H 0.68 0.93 -0.06
H -0.03 -0.44 0.42
H -0.28 0.27 -0.25
H -0.83 0.37 0.98
H 1.15 -0.16 0.07
H -0.21 -0.11 0.56
H -0.32 -0.02 -1.07
H 0.05 0.39 0.05
C -0.51 -0.71 0.90
O -1.15 0.24 0.17
C 0.27 0.51 -1.49
C -1.64 -1.04 1.36
N -0.46 -0.15 -0.51
H 0.41 0.75 0.46
H 0.52 -0.55 -0.53
C -0.16 -1.56 1.28
C 1.49 0.70 1.39
O -0.31 -0.47 -0.73
C -0.60 0.41 -0.10
H 0.37 0.20 0.38
H 0.15 0.08 -0.44
H 0.28 0.45 -0.29
H 0.39 0.32 0.26
H 0.13 -0.12 -0.21
H 0.95 -0.23 -1.18
H 0.49 0.07 0.53
H -0.10 -0.12 -0.23
H 0.15 1.73 -0.28
H -0.46 -0.59 -0.29
H -0.80 0.25 -0.49
H 0.22 -0.33 0.03
H 0.19 -0.26 0.03
H 0.21 0.44 -0.08
C 0.22 0.66 -0.76
O -0.32 -0.22 -0.21
C 1.14 -0.10 0.01
C -0.95 0.75 1.90
N -1.08 0.75 -1.75
H 0.78 0.20 0.76
H 0.45 0.37 -0.35
C -0.93 -0.61 -0.47
C 2.22 1.26 1.91
O -1.47 0.80 -1.04
C 0.72 -1.00 -0.05
H -0.46 -0.41 0.12
H 0.15 0.42 -0.02
H 0.24 -0.33 0.74
H -0.40 0.02 0.37
H -0.45 -0.16 -0.34
H -0.15 0.07 -0.21
H 0.23 -0.40 -0.51
H 0.36 -0.87 -0.31
H -0.29 -0.57 0.34
H -0.33 -1.47 -0.89
H 0.35 0.07 0.84
H -0.79 0.91 -0.60
H 1.22 0.03 0.27
H -0.56 -0.16 0.17
C -0.97 0.11 0.46
O 1.01 -0.35 -1.45
C -0.79 0.31 0.80
C 0.37 -0.69 -0.69
N 0.26 -0.90 -0.74
H -0.47 0.18 -0.25
H -0.07 0.56 1.26
C 1.05 0.52 -0.14
C -0.28 -0.34 1.51
O 0.87 0.24 -1.43
C -0.50 -0.74 -0.45
H 0.53 0.13 0.24
H -0.19 -0.63 -0.02
H 0.24 0.32 -0.05
H 0.17 0.33 0.19
H -0.94 -0.27 0.20
H -0.63 -0.20 -0.17
H 0.86 0.93 0.22
H -0.20 -0.12 -0.54
H -0.01 -0.21 0.16
H -1.00 0.42 0.19
H 0.20 -0.05 -0.51
H -0.19 0.61 0.62
H -0.07 -0.48 0.36
H 0.23 0.39 -0.03
C 0.06 0.65 -0.85
O 0.91 0.36 -0.41
C 0.52 -1.40 0.26
C 1.10 0.22 -1.52
N -0.15 -0.97 1.01
H 0.06 0.64 0.27
H 0.04 -0.18 -0.08
C -0.36 1.81 -0.18
C -1.68 -1.38 0.06
O 0.00 2.34 0.98
C -0.23 -1.53 -0.56
H -0.39 -0.78 0.28
H 0.44 -0.18 -0.09
H -0.70 -0.07 0.28
H 0.32 0.89 -0.44
H -0.64 0.06 1.11
H -0.03 -0.01 0.57
H -0.29 0.42 -0.01
H -0.47 0.16 -0.67
H 0.10 -0.97 -0.10
H 0.98 -0.78 -0.41
H 0.54 -0.14 0.34
H 0.34 1.38 0.22
H -0.59 -0.07 0.13
H 0.28 -0.30 -0.20
C -1.20 0.60 1.16
O 0.56 -0.77 -1.34
C -0.71 -0.02 -0.01
C 0.19 -0.54 -0.25
N -0.88 0.66 -1.12
H 0.44 0.38 -0.03
H -0.11 -0.10 0.25
C 0.54 -0.13 1.12
C 0.62 1.02 -1.28
O 0.40 -1.11 1.71
C -1.18 0.20 -1.10
H 1.46 -0.42 0.70
H -0.15 0.64 -0.08
H -0.59 0.21 0.05
H 0.05 -0.07 -0.16
H 0.64 -0.02 0.48
H -0.16 -0.01 -0.13
H 0.25 -0.58 0.14
H -0.02 -0.33 -0.28
H 0.16 -0.05 0.01
H -0.90 -0.24 -0.32
H -0.13 -0.33 -0.17
H 0.89 -0.08 0.95
H 0.42 0.72 -0.47
H -0.50 0.30 0.13
C -0.34 -0.29 0.14
O -0.15 -0.64 0.03
C -0.04 -0.02 0.98
C 0.69 0.28 -0.22
N -1.19 -1.33 -0.54
H 0.03 0.56 -0.06
H -0.03 0.43 0.53
C 0.55 -0.77 -0.34
C 0.42 -0.51 -0.16
O -0.95 -0.11 0.42
C 0.47 0.62 0.63
H -0.90 -0.32 -0.77
H 0.26 0.15 0.62
H 0.73 0.56 -0.63
H 0.16 -0.24 0.62
H -0.21 0.88 -0.76
H -0.51 0.13 -0.03
H 0.06 -0.22 -0.07
H 0.15 -0.13 0.41
H 0.31 0.31 0.42
H -0.34 0.03 -0.15
H 0.52 1.31 -0.24
H 0.40 0.01 -0.35
H -0.05 -0.27 -0.88
H -0.36 -0.58 0.45
C -1.50 -1.21 -0.68
C 0.59 0.74 -0.47
C 0.27 -0.38 0.95
N 0.24 -0.48 0.22
C -2.32 0.87 0.25
C 0.98 -1.63 -0.70
C -1.77 0.17 0.13
C 0.50 0.16 0.64
C -0.73 1.20 0.14
C 1.63 0.24 -0.13
H 0.84 0.09 0.60
H 0.32 0.58 0.61
H 0.53 0.66 -0.55
H -0.84 -0.18 0.06
H 0.10 -0.33 0.45
H -0.47 0.30 -0.65
H -0.17 0.14 -0.37
H 0.87 -1.07 -0.12
H 0.61 0.08 -0.40
H 0.12 1.35 0.54
H -0.49 0.14 -0.11
H 0.33 -0.31 -0.18
H 0.49 -0.39 0.51
H 0.24 0.46 -0.31
H 0.06 0.17 0.33
H 0.78 0.00 0.30
H 0.01 -0.78 -0.91
H -0.78 -0.09 0.36
H -0.48 -0.35 -0.33
H 0.08 -0.30 -0.16
P -1.41 0.26 -1.03
F 1.22 0.28 0.87
F 0.72 -0.37 -0.28
F -0.31 -1.20 0.30
F -0.25 0.55 0.67
F -0.43 0.39 0.18
F 0.51 0.06 -0.52
P 2.20 -2.99 0.03
F -0.12 0.25 0.51
F -0.48 0.64 -0.19
F -0.10 1.17 -0.02
F -0.33 0.15 -0.23
F -0.09 0.27 0.28
F -1.08 0.50 -0.34
P -0.21 -0.51 -1.64
F 0.07 0.71 0.21
F 0.53 0.02 -0.17
F -0.31 -0.58 0.04
F 0.02 0.21 1.36
F 0.43 -0.68 -0.05
F -0.61 0.80 0.43
P -3.91 -0.12 -1.83
F 0.49 -0.28 0.18
F -0.09 -0.15 0.43
F 2.33 0.66 1.25
F -0.22 -0.09 0.31
F 0.83 0.28 -0.52
F 0.82 0.11 0.11
P -0.88 0.68 -0.74
F 0.25 -1.09 -0.22
F 0.45 0.23 -0.52
F 0.30 0.62 1.10
F -0.30 -0.70 -0.24
F 0.25 0.01 -0.55
F 0.16 0.38 1.14

Values from the calculation:
Relative energy (zero: lowest compared OMol25 entry of this formula, charge and spin) ... 0.00 kJ/mol
Frontier orbital gap ... 10.13 eV
Charge ... +6